Density functional theory data (the ωB97M-V functional and the def2-TZVPD basis) for the molecule C18H12F4N2 at a distorted geometry.

Output
- energy (eV) = -32709.0790
- frontier orbital gap (eV) = 8.25
- highest occupied orbital energy (eV) = -8.77
- SMILES string = Fc1cc(F)cc(/C=C/[C@H](c2cc(F)cc(F)c2)n2ccnc2)c1

```
36
C18H12F4N2, DFT the ωB97M-V functional and the def2-TZVPD basis
F 0.74 -1.70 4.54
C 0.82 -0.46 3.94
C 1.44 0.56 4.65
C 1.57 1.78 3.96
F 2.20 2.81 4.60
C 1.17 1.94 2.63
C 0.69 0.86 1.91
C 0.56 1.04 0.41
C 0.16 -0.26 -0.31
C 0.03 -0.41 -1.65
C -0.19 -1.66 -2.37
C -0.14 -1.65 -3.80
C -0.38 -2.81 -4.52
F -0.33 -2.72 -5.89
C -0.70 -4.03 -3.93
C -0.73 -4.03 -2.54
F -1.06 -5.22 -1.94
C -0.48 -2.91 -1.74
C 0.37 -0.33 2.61
H 1.86 0.41 5.64
H 1.34 2.92 2.17
H 1.42 1.61 -0.08
H 0.04 -1.18 0.28
H 0.10 0.44 -2.32
H 0.17 -0.72 -4.29
H -0.95 -4.89 -4.53
H -0.46 -3.01 -0.66
H -0.13 -1.18 2.14
N -0.90 4.33 0.10
C -2.05 3.61 0.01
C -1.72 2.22 0.13
N -0.36 2.16 0.27
C 0.11 3.49 0.26
H -3.05 3.99 -0.13
H -2.34 1.30 0.10
H 1.18 3.67 0.34
```

---

Density functional theory data (the ωB97M-V functional and the def2-TZVPD basis) for a structure of composition C18H12N2O4Rh.

Output
- expectation value of S² = 6.017
- energy (eV) = -33026.8772
- frontier orbital gap (spin up / spin down) (eV) = 8.24 / 5.97
- highest occupied orbital energy (spin up / spin down) (eV) = -12.19 / -12.32
- multiplicity = 5
- net charge = +1
- ΔE to the lowest compared entry with this formula, charge and spin (eV) = 0.013

```
37
C18H12N2O4Rh, DFT the ωB97M-V functional and the def2-TZVPD basis
Rh -0.37 -0.10 -0.90
O 0.43 1.87 -0.50
C -0.21 2.79 0.04
C -1.59 2.77 0.43
C -2.05 3.91 1.12
C -3.35 3.96 1.53
C -4.25 2.93 1.27
C -3.83 1.82 0.58
C -2.49 1.71 0.15
O -2.16 0.63 -0.53
N -3.82 5.16 2.27
O -4.98 5.17 2.61
O -3.00 6.03 2.47
H 0.34 3.72 0.24
H -1.39 4.73 1.33
H -5.27 3.02 1.61
H -4.50 1.01 0.35
C 1.45 -1.69 2.91
C 2.18 -2.75 2.42
C 2.15 -3.04 1.07
C 1.39 -2.25 0.22
N 0.68 -1.22 0.72
C 0.71 -0.94 2.02
C 1.27 -2.47 -1.25
C 1.94 -3.49 -1.90
C 1.77 -3.68 -3.27
C 0.92 -2.85 -4.00
C 0.24 -1.83 -3.36
C 0.43 -1.62 -2.00
H 1.44 -1.43 3.96
H 2.78 -3.36 3.09
H 2.73 -3.86 0.68
H 0.11 -0.10 2.35
H 2.60 -4.16 -1.37
H 2.30 -4.48 -3.77
H 0.79 -3.01 -5.06
H -0.43 -1.19 -3.93
```